{"formula": "C6H18N3", "method": "ωB97M-V/def2-TZVPD", "charge": 1, "fmax_ev_per_a": 6.8, "e_homo_ev": -12.390, "molar_mass_da": 132.231, "orbital_gap_ev": 9.80, "e_tot_ev": -10973.720, "species": ["H", "H", "H", "H", "H", "H", "C", "H", "H", "H", "C", "C", "H", "H", "C", "H", "C", "H", "H", "N", "C", "N", "H", "H", "H", "H", "N"], "coordinates": [[-1.1204, 2.6314, 0.4418], [1.5787, 1.1980, 0.6029], [0.4901, 0.5822, 2.9088], [1.9615, -0.2418, -0.9278], [-1.4724, -0.2889, 0.2850], [-1.2984, -2.5191, 1.5795], [-1.0060, -1.2821, -1.8186], [-0.8365, 1.6336, 2.7542], [-0.7696, -1.4473, -2.8790], [-2.0620, -0.9969, -1.7611], [-0.4300, -0.4358, 0.2149], [-0.0828, 2.4800, 0.0841], [1.5585, -1.1618, -2.2765], [0.7304, 2.2540, 2.7924], [1.2369, -0.2107, -1.7639], [1.1217, -1.5363, 1.1884], [0.1980, 1.3995, 2.3645], [-0.4945, 0.6698, -1.5778], [-0.1198, -3.5824, 1.1983], [-0.6276, -2.7572, 0.8264], [0.5209, 1.3604, 0.8905], [0.2256, -1.5178, 0.7681], [-0.2539, 2.3925, -1.0276], [-0.8960, -2.3581, -1.2964], [0.5896, 3.3341, 0.2477], [1.4073, 0.6563, -2.4897], [-0.1496, -0.2556, -1.3291]]}

=====

{"formula": "C6H18N3OP", "method": "ωB97M-V/def2-TZVPD", "multiplicity": 3, "charge": 0, "fmax_ev_per_a": 8.5, "e_homo_ev": [-5.693, -8.855], "molar_mass_da": 179.204, "orbital_gap_ev": [6.50, 6.00], "e_tot_ev": -22314.290, "species": ["H", "C", "C", "H", "H", "H", "N", "H", "N", "P", "N", "H", "C", "H", "H", "C", "H", "H", "H", "C", "H", "H", "H", "O", "H", "H", "C", "H", "H"], "coordinates": [[-2.1827, -2.9832, 0.6907], [-0.9396, 2.4670, 0.5976], [2.9296, -0.7128, -0.5139], [-1.8686, -2.4310, -0.9786], [-1.9591, 2.8328, 0.2195], [2.8025, 0.3126, 1.7943], [-0.6022, 1.3337, -0.1875], [-0.2566, 3.1209, 0.2876], [1.7561, -0.3988, 0.0650], [0.8859, 0.9801, -0.6127], [-2.7180, -1.0577, 0.1519], [3.2450, -1.8014, -0.4708], [0.6296, 0.5534, -2.3974], [-0.7877, -1.7105, 0.3402], [-0.4350, 0.5568, -2.5195], [-1.8747, -2.1656, 0.0533], [-3.3976, -1.9858, 1.7189], [-4.3016, -0.2140, 1.1216], [-1.0391, 2.3314, 1.7463], [1.8689, -0.2207, 1.4911], [1.0145, -0.3892, -2.6681], [2.9362, -0.4663, -1.5480], [0.9494, 0.2553, 1.9282], [1.5276, 2.2429, -0.2744], [3.8576, -0.2714, -0.0288], [1.1211, 1.3340, -2.8679], [-3.5503, -1.0779, 1.0729], [1.7970, -1.1728, 1.9133], [-1.4081, 0.7385, -0.1246]]}

=====

{"formula": "C6H18N4P", "method": "ωB97M-V/def2-TZVPD", "charge": 1, "fmax_ev_per_a": 5.7, "e_homo_ev": -13.178, "molar_mass_da": 177.212, "orbital_gap_ev": 9.54, "e_tot_ev": -21753.582, "species": ["H", "H", "H", "H", "H", "C", "N", "H", "H", "H", "C", "H", "C", "H", "H", "N", "P", "H", "C", "H", "N", "C", "H", "H", "C", "H", "N", "H", "H"], "coordinates": [[1.6823, 2.8855, -0.1567], [-2.9363, 1.1154, -1.2080], [-0.5727, 0.8486, 1.7392], [2.3695, -1.3580, -1.5797], [-0.4122, -0.5530, -2.9819], [2.4159, -1.6494, -0.5408], [0.6739, -1.3824, 0.3089], [3.0253, -1.0059, 0.1176], [-1.9694, -2.1059, 0.5049], [-1.5350, 1.7197, -0.3610], [-2.4940, -1.3399, -0.0375], [2.5398, -2.7162, -0.2814], [0.4569, 1.3144, 1.4703], [0.0173, -1.5233, 2.3159], [-2.7639, -1.6890, -1.0012], [-1.6329, -0.1290, 0.0086], [-0.2118, -0.0306, -0.8152], [1.1016, 2.2250, -1.7645], [1.5397, 1.9711, -0.7502], [1.6855, -2.0318, 1.9969], [0.5726, 1.1658, -0.0001], [0.7809, -1.6150, 1.5558], [-3.4868, -1.0403, 0.4646], [1.1488, 0.6160, 1.9548], [-2.3037, 1.1185, -0.2274], [2.4672, 1.5833, -0.7748], [0.2036, -0.1306, -2.2702], [0.6595, 2.3492, 1.7899], [-3.0215, 1.3878, 0.5231]]}

=====

{"formula": "C6H18NO", "method": "ωB97M-V/def2-TZVPD", "charge": 1, "fmax_ev_per_a": 1.2, "e_homo_ev": -14.696, "molar_mass_da": 120.216, "orbital_gap_ev": 11.49, "e_tot_ev": -10045.484, "species": ["H", "H", "H", "H", "O", "C", "H", "H", "C", "C", "H", "H", "N", "C", "H", "H", "H", "C", "H", "H", "H", "C", "H", "H", "H", "H"], "coordinates": [[-3.0641, -1.1181, -0.3478], [1.1820, 0.4906, -1.0132], [2.6370, 0.8349, 1.4970], [-0.3471, -0.9821, -0.5110], [1.8975, -2.1123, 0.0266], [-0.4059, 0.0413, 1.3495], [-3.0043, 0.5212, -2.2580], [-0.5739, 1.8321, 0.2064], [-2.3466, -0.3019, -0.3528], [-2.1081, 0.1126, -1.8078], [-1.1420, 0.3373, 2.0963], [2.5151, -0.5097, 0.5224], [2.5939, 0.5262, 0.5244], [1.3920, 1.1570, -0.1723], [-1.3355, 0.8757, -1.8834], [-2.7337, 0.5666, 0.1807], [-1.7809, -0.7507, -2.3906], [-1.0611, -0.8765, 0.3090], [0.4707, 2.0365, 1.5122], [-1.2351, -1.8746, 0.6977], [1.7004, -2.6621, -0.7496], [0.2015, 1.2903, 0.7597], [1.0406, -1.8218, 0.3641], [0.3254, -0.5231, 1.9425], [1.7265, 2.1145, -0.5565], [3.4557, 0.7963, 0.0543]]}

=====

{"formula": "C6H18NP2S2", "method": "ωB97M-V/def2-TZVPD", "charge": 1, "fmax_ev_per_a": 4.2, "e_homo_ev": [-11.941, -11.961], "molar_mass_da": 230.299, "orbital_gap_ev": [6.04, 6.06], "e_tot_ev": -48244.006, "species": ["S", "H", "H", "C", "C", "C", "H", "H", "H", "H", "H", "H", "C", "H", "S", "H", "H", "H", "C", "P", "P", "H", "H", "H", "H", "N", "H", "H", "C"], "coordinates": [[-2.0740, -0.0431, -1.1223], [3.7685, 0.9586, 0.8856], [3.3255, -1.7307, 0.9466], [2.6935, 1.2769, 1.0097], [-1.7667, -1.9311, 1.4322], [0.9599, -0.2371, -3.8101], [1.1769, -0.6977, -4.7892], [-1.5938, 1.7062, -2.5315], [2.0389, -1.8967, 2.1937], [-0.0222, -0.6299, -3.5411], [-2.5047, 1.9042, 1.5933], [1.8408, -2.5026, 0.5000], [-1.6245, 1.6864, -1.4915], [-2.3525, 2.3894, -1.1060], [2.2224, -0.6497, -2.6831], [-2.7588, -2.2553, 1.0781], [2.4369, 1.8755, 0.0870], [-1.6910, -1.9684, 2.6281], [-2.4942, 0.9399, 1.9067], [-1.4244, -0.2026, 0.8962], [1.5882, -0.0982, 0.4567], [2.3965, 1.7886, 1.9640], [-0.6697, 1.9662, -0.9612], [-1.0286, -2.6157, 1.1387], [-3.5201, 0.4965, 2.0724], [0.1231, 0.2567, 1.1055], [1.0291, 0.8220, -3.9908], [-2.2695, 1.1155, 2.9668], [2.1947, -1.7239, 1.1654]]}

=====

{"formula": "C6H18NSi", "method": "ωB97M-V/def2-TZVPD", "charge": 1, "fmax_ev_per_a": 3.8, "e_homo_ev": -13.989, "molar_mass_da": 132.303, "orbital_gap_ev": 8.30, "e_tot_ev": -15872.408, "species": ["H", "H", "H", "H", "H", "H", "Si", "C", "H", "C", "H", "C", "H", "H", "H", "H", "H", "C", "H", "C", "C", "H", "H", "N", "H", "H"], "coordinates": [[2.5343, -2.2156, 0.0688], [-2.1187, -1.8022, -0.4397], [-0.4827, -2.5574, -0.1601], [3.1520, 1.4089, 0.7568], [-0.5685, -0.3523, 1.6768], [2.5623, 2.1025, -0.8215], [1.5114, -0.1062, -0.4169], [2.3090, 1.5976, 0.1290], [0.9679, -2.2196, 1.0249], [-0.7729, 0.5295, 0.9725], [2.3003, -1.4297, 1.6331], [-1.1555, -2.0449, -0.8924], [-2.9985, 0.1706, 0.8301], [-0.4688, 0.5802, -2.4266], [-2.2641, 1.1580, 2.2505], [-0.1390, 1.4593, 1.1898], [1.8901, -0.5160, -1.8091], [-2.1523, 0.9108, 1.1614], [-0.9411, -2.1375, -1.9901], [1.8623, -1.6102, 0.7055], [-0.9432, 0.7858, -1.4798], [-1.8442, 0.2663, -1.5037], [-1.1956, 1.8737, -1.3405], [-0.2784, 0.1026, -0.4463], [-2.4054, 1.8194, 0.6241], [1.6393, 2.2264, 0.7033]]}

=====

{"formula": "C6H18O2", "method": "ωB97M-V/def2-TZVPD", "multiplicity": 2, "charge": -1, "fmax_ev_per_a": 6.0, "e_homo_ev": [0.930, -7.147], "molar_mass_da": 122.208, "orbital_gap_ev": [2.46, 10.48], "e_tot_ev": -10605.770, "species": ["H", "C", "H", "C", "C", "H", "H", "O", "O", "H", "H", "H", "C", "H", "H", "H", "C", "H", "C", "H", "H", "H", "H", "H", "H", "H"], "coordinates": [[1.8884, 1.9260, 0.8085], [1.7643, 0.9977, -1.0753], [0.5939, -2.0840, 0.0424], [0.1517, -0.8239, 1.7200], [0.9484, -2.0946, 1.0512], [1.9703, -2.1010, 1.0043], [2.2622, 0.3544, 1.0484], [-0.3821, -1.0719, -2.6247], [-3.3419, 0.1501, -1.0967], [-0.2244, 0.3204, -0.1716], [-1.4097, 2.0551, 1.1016], [0.3310, -0.4482, -2.3059], [-0.4908, 1.6994, 1.6062], [0.7387, 0.9946, -1.5747], [-3.1856, -0.4980, -1.6881], [-1.0052, 1.3264, 2.5527], [0.1644, 0.4508, 0.8610], [0.1206, 2.6550, 1.7410], [1.5717, 0.8966, 0.4800], [0.6129, -0.5964, 2.6804], [-0.7195, -1.1598, 2.0245], [0.1673, -1.6753, -3.1648], [-2.4519, 0.4451, -0.9250], [2.4136, 1.9020, -1.3634], [0.5944, -3.0447, 1.3735], [2.4370, 0.2467, -1.2712]]}

=====

{"formula": "C6H18O3", "method": "ωB97M-V/def2-TZVPD", "charge": 0, "fmax_ev_per_a": 1.3, "e_homo_ev": -9.565, "molar_mass_da": 138.207, "orbital_gap_ev": 10.22, "e_tot_ev": -12655.404, "smiles": "CCO.CCO.CCO", "species": ["C", "O", "H", "H", "H", "C", "H", "H", "H", "O", "C", "H", "H", "H", "H", "H", "C", "H", "C", "H", "H", "H", "C", "H", "H", "H", "O"], "coordinates": [[14.1244, 21.3666, -0.2833], [12.3330, 21.2889, 1.2825], [9.6076, 23.3817, 1.7532], [11.4700, 23.3600, 3.9470], [13.7833, 27.1639, -3.9936], [13.0970, 25.8709, -2.6800], [13.2156, 24.0823, -3.8182], [9.8875, 24.7546, 2.7528], [12.1458, 26.1323, -3.1649], [14.1478, 26.5242, -3.3826], [13.2308, 24.3680, -2.7684], [14.2850, 20.3828, 0.1639], [9.1330, 21.9937, 3.9498], [12.4507, 23.8676, -2.1976], [15.0808, 21.8398, -0.4897], [13.9203, 22.5365, 1.5889], [8.9553, 23.0623, 3.7934], [13.0160, 26.2890, -1.6757], [9.9067, 23.6592, 2.7633], [13.5358, 21.2125, -1.1852], [11.8966, 21.7378, 2.0294], [9.1627, 23.4868, 4.7828], [13.3267, 22.1461, 0.7507], [14.1896, 24.0524, -2.3474], [7.8837, 23.1395, 3.6101], [12.9065, 23.0568, 0.2939], [11.2319, 23.2289, 3.0266]]}